{"formula": "C10H25O3SeSi2Tc", "method": "the ωB97M-V functional and the def2-TZVPD basis", "charge": 1, "s_squared": 3.851, "lumo_energy_ev": [-6.0236, -5.8007], "homo_lumo_gap_ev": [6.13, 6.69], "multiplicity": 4, "e_above_lowest_kcal_mol": 26.4, "elements": ["Tc", "C", "C", "C", "O", "C", "O", "O", "H", "H", "H", "H", "H", "H", "H", "C", "Si", "C", "C", "H", "H", "H", "H", "H", "H", "H", "H", "H", "C", "Si", "C", "C", "Se", "H", "H", "H", "H", "H", "H", "H", "H", "H"], "coordinates": [[-0.512, 0.735, 0.216], [-1.198, 1.185, 3.863], [-1.162, 0.117, 2.815], [-1.611, -1.221, 3.347], [-1.997, 0.577, 1.708], [0.287, 0.038, 2.172], [1.058, -0.883, 2.462], [0.720, 1.274, 1.608], [-2.220, 1.551, 3.956], [-0.543, 2.028, 3.499], [-0.856, 0.919, 4.835], [-2.478, -1.238, 4.025], [-0.792, -1.646, 3.945], [-1.699, -1.964, 2.512], [-2.746, -0.061, 1.502], [-1.176, -2.853, 0.146], [0.133, -1.782, -0.767], [1.850, -2.567, -0.353], [0.052, -2.028, -2.634], [-1.173, -3.840, -0.400], [-2.206, -2.491, 0.162], [-0.749, -3.007, 1.188], [2.355, -2.933, -1.271], [1.822, -3.424, 0.351], [2.530, -1.850, 0.076], [0.185, -3.134, -2.902], [0.779, -1.450, -3.194], [-0.969, -1.710, -2.914], [2.053, 1.674, -0.929], [0.421, 2.011, -1.918], [-0.007, 3.821, -1.901], [1.088, 1.512, -3.605], [-1.877, 1.224, -1.830], [2.790, 2.455, -0.874], [2.585, 0.835, -1.470], [1.930, 1.288, 0.127], [0.914, 4.415, -1.828], [-0.687, 4.172, -1.083], [-0.425, 4.160, -2.897], [1.641, 0.569, -3.458], [1.676, 2.302, -4.069], [0.215, 1.221, -4.219]]}